Below is a structure of composition C13H42N12O15Zn2, with properties calculated with ωB97M-V/def2-TZVPD.

```
84
Properties=species:S:1:pos:R:3:mulliken_charge:R:1
Zn 13.897 -10.643 -14.814 1.483
Zn 18.342 -14.701 -11.040 1.354
O 16.742 -12.647 -11.798 -0.679
O 11.470 -13.532 -10.389 -0.454
O 19.110 -6.813 -9.170 -0.635
O 18.851 -15.993 -14.040 -0.612
O 12.611 -13.171 -16.482 -0.604
O 13.324 -18.014 -11.205 -0.513
O 14.815 -12.524 -12.667 -0.510
O 16.884 -11.157 -16.334 -0.645
O 14.217 -7.970 -12.905 -0.601
O 18.584 -14.293 -8.353 -0.417
O 15.739 -14.303 -11.862 -0.639
O 13.738 -20.621 -12.423 -0.517
O 20.806 -14.326 -9.970 -0.433
O 11.480 -11.019 -8.710 -0.480
O 10.787 -10.503 -13.786 -0.690
N 13.279 -7.361 -11.024 -0.391
N 18.120 -11.688 -18.038 -0.385
N 18.842 -10.143 -16.732 -0.346
N 17.290 -8.124 -8.899 -0.359
N 11.471 -14.715 -15.597 -0.354
N 19.146 -16.763 -16.113 -0.401
N 9.262 -8.947 -13.520 -0.380
N 8.720 -10.953 -13.126 -0.402
N 18.536 -8.471 -10.574 -0.394
N 14.650 -5.957 -11.998 -0.410
N 11.584 -14.774 -17.734 -0.418
N 17.231 -16.100 -15.544 -0.348
C 18.349 -7.698 -9.508 0.686
C 11.906 -13.455 -9.008 -0.332
C 15.685 -13.140 -12.103 0.837
C 21.012 -14.324 -8.593 -0.339
C 19.801 -13.823 -7.858 -0.533
C 11.970 -14.162 -16.643 0.631
C 9.681 -10.135 -13.400 0.634
C 17.895 -11.002 -16.971 0.620
C 11.091 -12.294 -8.192 -0.453
C 12.995 -18.285 -12.592 -0.195
C 12.687 -19.794 -12.734 -0.517
C 14.131 -7.163 -12.033 0.632
C 18.441 -16.169 -15.149 0.692
H 11.800 -19.956 -12.121 0.298
H 18.731 -16.764 -17.034 0.139
H 21.070 -15.357 -8.248 0.269
H 9.866 -8.374 -14.093 0.229
H 10.895 -15.541 -15.682 0.150
H 19.060 -11.760 -18.400 0.157
H 17.472 -12.368 -18.409 0.213
H 15.189 -5.613 -12.779 0.232
H 7.868 -10.630 -12.689 0.179
H 16.629 -15.547 -14.950 0.184
H 10.880 -15.498 -17.766 0.195
H 11.351 -12.287 -7.133 0.360
H 19.932 -13.798 -6.777 0.411
H 8.935 -11.938 -13.070 0.217
H 21.664 -14.437 -10.385 0.283
H 17.928 -14.429 -7.665 0.267
H 12.646 -8.146 -10.969 0.181
H 13.694 -17.129 -11.240 0.276
H 17.014 -16.277 -16.514 0.168
H 18.805 -9.362 -16.093 0.202
H 13.498 -6.803 -10.211 0.170
H 11.603 -14.282 -18.616 0.248
H 12.363 -20.040 -13.745 0.348
H 21.979 -13.860 -8.398 0.385
H 16.911 -8.972 -9.295 0.145
H 11.747 -14.323 -14.708 0.165
H 11.683 -14.456 -8.637 0.333
H 14.293 -5.312 -11.307 0.173
H 19.692 -10.491 -17.153 0.166
H 13.830 -18.014 -13.238 0.229
H 10.005 -12.225 -8.257 0.248
H 19.552 -12.790 -8.104 0.294
H 17.706 -8.961 -10.873 0.136
H 19.980 -17.313 -15.964 0.215
H 8.287 -8.742 -13.354 0.168
H 13.443 -21.534 -12.442 0.324
H 12.169 -17.655 -12.923 0.269
H 12.959 -13.307 -8.772 0.220
H 19.379 -8.329 -11.112 0.209
H 12.099 -13.049 -10.930 0.244
H 16.782 -7.557 -8.235 0.216
H 12.185 -10.779 -8.104 0.304
```

Calculated values
- net charge = +2
- lowest unoccupied orbital energy (eV) = -9.24
- orbital gap (eV) = 3.53
- HOMO (eV) = -12.763
- DFT total energy (eV) = -159569.390